No. 1
C22H29N5O5S | the ωB97M-V functional and the def2-TZVPD basis

SMILES: CCCn1c(SCC(=O)NCCc2ccc(OC)c(OC)c2)nc2c1c(=O)n(C)c(=O)n2C
Kohn-Sham gap (hartree): 0.318
Relative energy (zero: lowest compared OMol25 entry of this formula, charge and spin) (kcal per mole): 3.8
Total energy (hartree): -1903.9872

Element x y z (Å)
C  -0.732  3.773  -1.455
C  -1.081  3.868  0.024
H  -1.298  4.906  0.284
H  -1.969  3.275  0.251
C  0.074  3.410  0.914
N  0.337  1.991  0.872
C  -0.260  1.032  1.611
N  0.367  -0.138  1.559
C  1.413  0.070  0.729
C  1.419  1.376  0.270
C  2.398  1.852  -0.659
O  2.497  2.980  -1.105
N  3.280  0.832  -1.022
C  3.333  -0.465  -0.535
O  4.195  -1.236  -0.889
N  2.372  -0.826  0.390
C  2.425  -2.127  1.019
H  3.195  -2.705  0.512
H  2.679  -2.018  2.075
H  1.458  -2.618  0.925
C  4.295  1.147  -2.015
H  5.288  1.042  -1.578
H  4.207  0.457  -2.853
H  4.131  2.171  -2.340
S  -1.717  1.328  2.507
C  -1.577  0.118  3.866
H  -0.522  0.059  4.131
H  -2.150  0.555  4.684
C  -2.140  -1.276  3.573
O  -3.147  -1.675  4.119
N  -1.375  -1.996  2.742
H  -0.621  -1.521  2.242
C  -1.691  -3.357  2.378
H  -2.354  -3.756  3.150
H  -0.760  -3.930  2.366
C  -2.381  -3.456  1.007
C  -1.564  -2.761  -0.043
C  -0.434  -3.349  -0.591
C  0.350  -2.639  -1.479
C  0.042  -1.334  -1.852
C  -1.127  -0.748  -1.336
C  -1.895  -1.473  -0.434
H  -2.774  -1.021  -0.003
O  -1.467  0.525  -1.726
C  -2.790  0.950  -1.486
H  -2.908  1.875  -2.048
H  -2.966  1.149  -0.424
H  -3.515  0.213  -1.843
O  0.965  -0.755  -2.675
C  0.639  0.370  -3.461
H  -0.304  0.232  -3.994
H  0.588  1.283  -2.864
H  1.452  0.460  -4.182
H  1.242  -3.073  -1.903
H  -0.165  -4.361  -0.327
H  -3.368  -2.997  1.078
H  -2.505  -4.511  0.761
H  -0.149  3.668  1.954
H  0.992  3.909  0.597
H  0.194  4.304  -1.659
H  -0.599  2.735  -1.746
H  -1.524  4.205  -2.062

Forces on the atoms, in the same order (eV/Å):
C -0.10 0.05 0.13
C 0.31 -0.11 -0.09
H -0.06 -0.01 0.08
H -0.10 0.05 0.05
C -0.33 0.78 0.09
N -0.06 -0.54 0.05
C 0.14 -0.05 0.00
N 0.28 -0.06 -0.05
C -0.17 1.30 -0.11
C 0.20 -0.83 0.05
C -0.21 -0.05 0.27
O -0.09 0.20 -0.07
N 0.18 0.17 -0.19
C -0.18 -0.15 0.25
O 0.28 -0.16 -0.19
N 0.03 -0.06 -0.17
C 0.07 -0.23 0.16
H -0.11 0.02 0.07
H 0.01 -0.04 0.00
H 0.08 -0.01 0.04
C 0.20 0.10 -0.19
H -0.03 0.00 -0.06
H 0.04 0.02 0.02
H 0.03 -0.12 0.03
S -0.31 0.09 0.18
C -0.03 0.14 -0.17
H -0.02 0.01 0.09
H 0.06 -0.08 -0.06
C 0.43 0.33 -0.01
O -0.45 -0.06 0.22
N 0.18 -0.26 -0.24
H -0.09 -0.01 0.19
C -0.34 -0.13 0.03
H 0.16 -0.05 -0.06
H -0.08 -0.03 0.01
C 0.22 0.04 0.22
C -0.13 -0.06 -0.09
C -0.12 0.09 -0.04
C -0.09 0.23 -0.07
C -0.02 -0.11 -0.03
C 0.01 0.07 -0.15
C -0.01 0.00 -0.10
H -0.10 0.09 0.04
O 0.42 -0.31 0.05
C -0.20 0.09 0.04
H -0.03 -0.02 0.05
H -0.02 -0.04 -0.03
H 0.02 0.02 0.02
O -0.02 -0.20 0.34
C 0.01 0.37 -0.30
H 0.04 0.01 0.02
H -0.01 -0.07 -0.06
H -0.05 0.01 0.01
H 0.14 -0.05 -0.08
H 0.05 -0.14 0.04
H -0.04 -0.05 0.00
H -0.08 -0.03 -0.02
H 0.13 -0.04 -0.09
H -0.08 -0.05 0.13
H 0.08 0.04 -0.06
H 0.05 -0.10 -0.09
H -0.08 0.01 -0.11

***

No. 2
C12H13MoNP | the ωB97M-V functional and the def2-TZVPD basis

Kohn-Sham gap (alpha / beta) (hartree): 0.194 / 0.209
2S+1: 3
Expectation value of S²: 2.075
Net charge: +1
Total energy (hartree): -928.8513

Element x y z (Å)
C  -0.141  -0.173  -3.610
C  -0.860  -1.229  -4.340
C  -0.455  -2.522  -3.903
C  0.501  -2.303  -2.872
C  0.793  -0.836  -2.736
Mo  0.654  1.405  -1.529
P  -0.490  3.523  -2.209
H  0.112  0.797  -4.069
H  -1.607  -1.145  -5.161
H  -0.850  -3.484  -4.298
H  1.885  -0.555  -2.666
H  0.958  -3.058  -2.223
H  -1.653  3.908  -1.398
H  -0.940  3.774  -3.594
H  0.482  4.631  -1.953
N  0.244  0.584  0.182
C  0.194  -0.187  1.104
C  0.143  -0.446  2.497
C  -1.083  -0.255  3.156
C  -1.117  -0.027  4.535
C  0.092  -0.083  5.267
C  1.319  -0.383  4.628
C  1.324  -0.617  3.248
H  -2.001  -0.251  2.582
H  -2.071  0.193  5.049
H  0.076  0.069  6.363
H  2.256  -0.434  5.215
H  2.238  -0.897  2.736

Forces on the atoms, in the same order (eV/Å):
C -0.09 -0.94 -1.95
C -0.07 1.06 0.27
C 0.79 1.32 1.41
C -0.03 1.03 0.27
C 0.37 -1.39 0.34
Mo -0.18 -2.18 -2.98
P -0.24 1.13 0.35
H -0.39 -0.28 -0.09
H 0.67 0.49 0.88
H 0.48 0.96 0.54
H -0.97 -0.20 -0.05
H -0.08 0.29 -0.54
H 1.00 -0.06 -0.93
H 0.48 -0.18 1.41
H -1.33 -0.92 -0.38
N -0.54 -3.52 4.22
C 0.30 3.69 -3.14
C -0.08 -0.57 1.44
C -0.15 0.36 0.35
C 0.61 -0.32 0.20
C 0.05 -0.05 -0.10
C -0.66 -0.15 0.05
C 0.03 0.36 0.15
H 0.05 0.20 0.00
H 0.71 -0.27 -0.44
H 0.01 0.01 -0.82
H -0.75 -0.08 -0.51
H 0.02 0.22 0.06

***

No. 3
H24KrO12 | the ωB97M-V functional and the def2-TZVPD basis

Kohn-Sham gap (hartree): 0.385
Relative energy (zero: lowest compared OMol25 entry of this formula, charge and spin) (kcal per mole): 10.5
Total energy (hartree): -3670.9028

Element x y z (Å)
Kr  6.401  -8.877  3.680
O  6.545  -13.303  2.844
H  5.738  -13.693  3.180
H  6.895  -12.802  3.581
O  5.646  -5.987  1.136
H  4.904  -6.261  1.674
H  6.313  -5.715  1.767
O  9.106  -10.620  2.421
H  9.377  -10.525  3.334
H  9.804  -11.134  2.015
O  6.652  -8.032  -0.329
H  5.953  -8.159  -0.970
H  6.245  -7.523  0.372
O  9.032  -10.696  5.439
H  9.749  -11.171  5.859
H  8.243  -11.169  5.706
O  6.927  -10.917  0.488
H  6.902  -10.046  0.092
H  7.582  -10.846  1.182
O  5.014  -6.638  7.192
H  5.264  -6.218  6.369
H  5.074  -5.941  7.845
O  4.308  -11.282  1.339
H  4.036  -11.568  0.467
H  5.246  -11.116  1.255
O  5.073  -5.137  4.406
H  5.915  -5.306  3.981
H  4.473  -5.768  4.009
O  3.649  -6.688  2.732
H  2.864  -6.143  2.681
H  3.395  -7.513  2.319
O  7.482  -5.268  3.040
H  7.947  -4.448  2.873
H  8.147  -5.947  2.933
O  9.453  -7.705  2.679
H  9.152  -8.597  2.503
H  9.796  -7.398  1.840

Forces on the atoms, in the same order (eV/Å):
Kr -0.08 0.01 0.02
O 0.27 -0.10 -0.11
H -0.31 -0.04 -0.03
H 0.10 0.18 0.11
O 0.10 -0.23 -0.95
H -0.42 0.14 0.30
H 0.44 0.33 0.31
O -0.09 0.18 -0.36
H -0.15 -0.09 0.83
H 0.18 -0.15 -0.27
O 0.59 -1.09 -0.55
H -0.13 0.07 -0.23
H -0.29 0.88 0.49
O 0.15 0.15 -0.35
H 0.25 -0.08 0.18
H -0.31 -0.04 0.07
O -0.23 -0.46 -0.14
H 0.01 0.75 -0.20
H 0.29 -0.06 0.40
O -0.05 -0.39 0.31
H -0.01 0.34 -0.58
H -0.01 0.14 0.13
O -1.05 0.12 0.40
H 0.01 -0.10 -0.14
H 0.85 -0.07 -0.25
O -0.20 0.31 0.82
H 0.47 0.06 -0.14
H -0.06 -0.24 0.03
O -0.48 -0.28 -0.03
H -0.31 0.32 -0.04
H -0.06 -0.58 0.03
O 0.08 0.21 -0.03
H -0.01 0.38 0.01
H 0.46 -0.83 0.13
O -0.01 0.83 0.28
H -0.19 -0.55 -0.18
H 0.16 0.00 -0.29

***

No. 4
C4H14NO2 | the ωB97M-V functional and the def2-TZVPD basis

Kohn-Sham gap (alpha / beta) (hartree): 0.135 / 0.416
2S+1: 2
Expectation value of S²: 0.751
Relative energy (zero: lowest compared OMol25 entry of this formula, charge and spin) (kcal per mole): 37.9
Total energy (hartree): -365.8927

Element x y z (Å)
C  0.430  -0.968  -1.531
C  0.756  -1.058  -0.041
C  -0.373  -1.667  0.763
C  -1.359  -0.701  1.461
O  -1.574  0.455  0.654
N  1.099  0.357  0.478
H  0.785  -0.084  -2.060
H  -0.643  -1.031  -1.752
H  0.856  -1.854  -2.049
H  1.733  -1.525  0.059
H  -0.992  -2.232  0.067
H  0.010  -2.344  1.525
H  -2.302  -1.246  1.601
H  -0.960  -0.447  2.452
H  -2.377  0.887  0.963
H  0.849  0.423  1.490
H  2.132  0.516  0.312
H  0.552  1.055  0.003
H  1.007  3.444  -2.160
H  0.160  2.133  -1.696
O  0.848  2.766  -1.489

Forces on the atoms, in the same order (eV/Å):
C -0.29 -0.81 -0.92
C 0.09 1.65 -0.42
C -0.68 0.07 0.13
C 0.39 -0.60 -0.01
O -0.10 -0.14 -0.03
N 0.10 -1.21 0.01
H 0.35 -0.05 0.25
H 0.10 0.18 0.40
H -0.02 0.46 0.26
H -0.17 -0.60 0.28
H 0.19 -0.33 -0.07
H 0.05 -0.08 0.10
H 0.10 0.12 0.07
H -0.10 0.24 -0.12
H 0.01 0.12 -0.01
H 0.58 0.16 0.08
H -0.17 0.21 0.33
H -0.29 0.60 -0.21
H -0.55 -0.56 -0.10
H -0.33 0.42 -0.84
O 0.73 0.16 0.82

***

No. 5
C13H24Cl2MoO3 | the ωB97M-V functional and the def2-TZVPD basis

Kohn-Sham gap (alpha / beta) (hartree): 0.242 / 0.242
Total energy (hartree): -1724.0126

Element x y z (Å)
C  0.328  -1.211  -2.056
C  1.210  -0.087  -2.128
C  0.385  1.121  -2.030
C  2.677  -0.220  -2.375
C  -0.986  0.696  -2.102
C  -1.020  -0.719  -2.068
C  -2.246  -1.553  -2.123
C  0.701  -2.646  -2.106
C  0.754  2.562  -2.014
C  -2.173  1.583  -2.181
Mo  0.389  0.076  0.036
Cl  2.519  1.204  -0.055
Cl  2.029  -1.399  0.919
O  -1.568  0.747  0.385
H  2.973  -1.272  -2.369
H  3.227  0.258  -1.547
H  2.978  0.311  -3.290
H  1.619  2.731  -1.381
H  -0.074  3.162  -1.606
H  0.974  2.921  -3.016
H  -1.958  2.574  -1.791
H  -3.005  1.169  -1.595
H  -2.511  1.709  -3.216
H  -3.073  -1.035  -1.631
H  -2.089  -2.500  -1.614
H  -2.548  -1.766  -3.152
H  1.693  -2.797  -1.698
H  0.683  -3.044  -3.123
H  0.002  -3.230  -1.504
H  -1.377  1.550  0.892
O  -0.602  -1.654  0.780
H  -1.466  -1.258  1.011
C  2.284  1.918  3.233
C  0.951  1.267  2.897
C  -0.242  1.915  3.602
O  0.592  1.400  1.561
H  2.312  2.942  2.847
H  3.107  1.349  2.778
H  2.367  1.902  4.326
H  1.043  0.197  3.164
H  -0.297  2.947  3.232
H  -1.163  1.411  3.289
H  -0.183  1.911  4.695

Forces on the atoms, in the same order (eV/Å):
C -0.48 0.77 -0.57
C 0.15 -0.35 0.15
C -0.43 -0.79 0.10
C 0.45 0.00 -0.36
C 0.58 -0.30 0.31
C 0.91 -0.07 0.13
C -0.16 0.07 0.50
C -0.10 -0.25 0.30
C -0.04 0.57 -0.07
C -0.35 -0.11 0.32
Mo -2.33 1.04 2.21
Cl 0.61 1.14 1.35
Cl -0.42 -0.54 -0.17
O 1.62 -0.11 -0.33
H -0.09 0.16 -0.45
H -0.04 -0.58 -1.14
H -0.17 -0.42 0.03
H -0.09 0.15 -0.30
H 0.30 -0.20 -0.21
H -0.02 0.05 -0.20
H -0.01 -0.01 0.01
H 0.28 0.11 -0.19
H 0.17 -0.15 0.01
H 0.02 -0.10 -0.04
H 0.00 -0.04 0.04
H 0.13 0.07 -0.02
H 0.12 -0.09 0.08
H -0.04 0.18 -0.05
H 0.11 0.06 0.00
H -0.07 -0.27 0.41
O 0.53 1.97 -0.70
H 0.34 -0.18 -0.30
C -0.08 -0.21 -0.15
C -0.29 -0.21 0.91
C 0.04 0.06 0.22
O -1.22 -1.90 -2.29
H 0.03 -0.05 0.18
H -0.21 0.22 0.22
H 0.26 0.16 -0.19
H -0.23 0.22 -0.10
H -0.02 -0.07 0.27
H 0.17 -0.01 0.16
H 0.07 0.03 -0.10

***

No. 6
C22H44Cl2O6OsSi | the ωB97M-V functional and the def2-TZVPD basis

Kohn-Sham gap (alpha / beta) (hartree): 0.136 / 0.210
2S+1: 5
Expectation value of S²: 6.022
Net charge: -2
Total energy (hartree): -2616.8270

Element x y z (Å)
C  0.323  -1.167  -1.868
C  1.178  0.010  -1.993
C  0.336  1.164  -2.073
C  2.636  0.001  -2.321
C  -1.021  0.742  -2.024
C  -1.052  -0.693  -1.870
C  -2.267  -1.555  -1.874
C  0.745  -2.594  -1.945
C  0.805  2.558  -2.349
C  -2.208  1.629  -2.178
Os  0.042  -0.220  0.038
Cl  4.542  1.472  0.826
Cl  2.074  -1.014  0.726
O  -1.774  0.508  0.510
H  3.078  -0.964  -2.066
H  3.155  0.776  -1.742
H  2.783  0.190  -3.397
H  1.779  2.732  -1.874
H  0.079  3.291  -1.977
H  0.917  2.719  -3.432
H  -2.039  2.583  -1.662
H  -3.097  1.151  -1.757
H  -2.399  1.855  -3.240
H  -3.088  -1.041  -1.361
H  -2.051  -2.497  -1.363
H  -2.585  -1.771  -2.904
H  1.714  -2.717  -1.453
H  0.827  -2.910  -2.993
H  0.000  -3.217  -1.443
H  -1.505  1.200  1.133
O  -0.719  -1.881  0.771
H  -1.513  -1.467  1.172
C  1.129  3.820  4.699
C  1.912  2.544  4.417
C  2.596  2.684  3.076
C  2.913  2.243  5.533
O  0.986  1.417  4.411
Si  0.066  0.718  3.238
O  0.450  1.131  1.724
O  0.082  -0.890  3.599
C  0.773  -1.805  4.499
C  2.149  -2.160  3.962
C  0.941  -1.237  5.894
C  -0.099  -3.061  4.542
O  -1.495  1.223  3.466
C  -2.749  0.812  4.066
C  -3.360  -0.369  3.318
C  -2.548  0.421  5.522
C  -3.651  2.043  3.959
H  1.839  4.658  4.775
H  0.563  3.748  5.639
H  0.428  4.030  3.878
H  3.383  3.461  3.134
H  3.093  1.759  2.754
H  1.889  2.964  2.282
H  2.402  2.128  6.498
H  3.476  1.323  5.313
H  3.638  3.067  5.615
H  2.802  -1.277  3.939
H  2.597  -2.922  4.622
H  2.076  -2.553  2.940
H  -0.017  -0.957  6.349
H  1.396  -2.013  6.537
H  1.599  -0.362  5.902
H  -1.089  -2.839  4.963
H  -0.233  -3.461  3.530
H  0.401  -3.805  5.175
H  -2.736  -1.268  3.424
H  -4.347  -0.593  3.753
H  -3.484  -0.150  2.248
H  -2.024  1.210  6.079
H  -3.534  0.274  5.986
H  -1.989  -0.519  5.612
H  -3.207  2.888  4.502
H  -3.783  2.332  2.909
H  -4.633  1.816  4.395

Forces on the atoms, in the same order (eV/Å):
C -0.41 1.06 -1.90
C -0.79 -0.60 -1.01
C -0.49 -0.27 -0.26
C 0.05 0.17 0.47
C 0.08 -0.67 -1.34
C 0.60 0.67 -1.81
C -0.05 0.11 0.06
C 0.11 0.01 0.01
C 0.09 -0.06 0.19
C 0.03 0.06 0.14
Os 1.47 -1.02 4.27
Cl 0.55 0.11 -0.41
Cl 1.05 -0.53 -0.10
O -1.06 0.77 -0.09
H 0.06 0.17 0.00
H 0.13 -0.25 -0.08
H -0.08 -0.02 0.18
H -0.22 0.10 -0.06
H 0.23 -0.06 -0.02
H 0.02 0.02 0.13
H -0.19 -0.16 -0.03
H 0.11 0.19 -0.01
H -0.01 -0.02 0.10
H 0.10 -0.21 0.01
H -0.19 0.11 0.00
H -0.04 -0.05 0.08
H -0.16 -0.14 -0.03
H 0.02 -0.04 0.09
H 0.21 -0.04 0.01
H -0.22 -0.16 0.22
O -0.88 0.28 0.44
H 0.27 -0.53 -0.13
C -0.10 0.22 0.26
C -0.70 -0.64 -0.31
C 0.57 0.11 -0.19
C 0.17 0.09 -0.01
O 0.54 0.71 0.30
Si 0.54 0.22 -1.07
O -0.49 0.19 1.56
O 0.27 -0.68 0.86
C -0.52 0.57 -0.83
C 0.22 -0.07 -0.29
C 0.07 0.09 0.70
C 0.03 0.03 0.02
O -1.36 -0.08 0.49
C 1.29 0.30 -0.59
C -0.17 -0.18 -0.17
C -0.13 0.03 0.42
C -0.09 -0.03 0.06
H -0.22 -0.12 -0.01
H 0.07 -0.01 -0.13
H 0.18 -0.13 0.22
H -0.28 -0.29 -0.01
H -0.21 0.33 0.08
H 0.21 -0.18 0.28
H 0.04 -0.01 -0.16
H -0.23 0.26 -0.01
H -0.15 -0.17 0.00
H -0.17 -0.20 -0.05
H -0.03 0.19 -0.19
H 0.03 0.12 0.26
H 0.13 0.01 -0.14
H -0.13 0.20 -0.19
H -0.23 -0.18 -0.10
H 0.18 0.00 -0.05
H 0.06 0.10 0.15
H -0.19 -0.02 -0.12
H -0.03 0.28 -0.07
H 0.15 0.02 -0.09
H 0.15 0.01 0.25
H -0.02 -0.16 -0.18
H 0.17 -0.02 0.00
H -0.06 0.28 -0.12
H -0.05 -0.19 -0.12
H 0.08 -0.11 0.22
H 0.05 0.10 -0.07